A molecular structure, C6H17ClNO7V, computed with ωB97M-V/def2-TZVPD.

Computed properties:
- Calculated total energy: -2223.9537 Ha
- F_max: 3.77 eV Å⁻¹
- Spin multiplicity: 4
- HOMO level (spin up / spin down): -12.476 / -12.477 eV
- Charge: +1

Positions of all 33 atoms, in Å:
V 2.01 -1.42 -1.49
Cl 0.92 -0.45 0.60
C -2.47 -1.81 2.45
O -2.01 -0.46 2.52
H -2.42 -2.27 3.44
H -3.52 -1.93 2.17
H -1.80 -2.47 1.89
H -1.31 -0.31 1.88
C 2.19 -3.00 3.55
O 0.87 -2.82 3.10
H 2.43 -3.95 4.04
H 2.73 -3.08 2.61
H 2.56 -2.18 4.16
H 0.87 -2.04 2.56
C 1.65 3.16 1.10
N 1.56 3.97 -0.12
O 0.44 4.27 -0.52
O 2.55 4.29 -0.69
H 2.14 3.75 1.88
H 2.13 2.20 0.92
H 0.64 2.96 1.45
C -2.47 -0.32 -1.30
O -2.21 0.22 -2.62
C -0.94 0.15 -3.14
O 0.08 -0.11 -2.49
O -1.01 0.77 -4.35
C 0.23 1.05 -5.03
H -3.29 0.14 -0.75
H -1.54 -0.18 -0.74
H -2.71 -1.37 -1.40
H 0.13 1.44 -6.04
H 0.72 0.09 -5.20
H 0.83 1.71 -4.40



2 unconnected molecules or ions with the total composition C4H11S, computed with ωB97M-V/def2-TZVPD.

Computed properties:
- Calculated total energy: -557.1518 Ha
- F_max: 5.15 eV Å⁻¹
- Spin multiplicity: 1
- HOMO level: -1.781 eV
- ΔE to the lowest compared entry with this formula, charge and spin: 44.50 kcal/mol
- Charge: -1

Positions of all 16 atoms, in Å:
C -4.10 0.52 -2.70
S -4.59 1.94 -1.76
H -4.70 0.32 -3.51
H -3.13 0.72 -3.00
H -4.06 -0.32 -2.00
C 2.97 -0.87 0.98
C 1.92 -0.28 1.82
C 0.76 0.31 0.97
H 2.82 -1.81 0.41
H 3.81 -1.09 1.59
H 3.27 -0.24 0.10
H 2.23 0.30 2.63
H 1.36 -1.07 2.46
H 0.61 1.41 1.31
H 1.04 0.39 -0.06
H -0.22 -0.24 0.76



2 unconnected molecules or ions with the total composition C5H14Cl2Si2, computed with ωB97M-V/def2-TZVPD.

Computed properties:
- Calculated total energy: -1698.1719 Ha
- F_max: 6.00 eV Å⁻¹
- Spin multiplicity: 3
- HOMO level (spin up / spin down): -5.541 / -10.227 eV
- ΔE to the lowest compared entry with this formula, charge and spin: 6.63 kcal/mol

Positions of all 23 atoms, in Å:
C 2.28 -1.46 -1.37
C -2.06 2.02 -0.02
C -1.51 -0.94 -0.53
C -3.61 0.19 1.87
C 3.04 -0.26 -0.93
Si -2.28 0.23 0.75
Si 2.17 0.58 0.61
Cl 3.02 -0.85 1.86
Cl 3.09 2.40 1.14
H 2.61 -1.98 -2.28
H 2.28 -2.17 -0.56
H 1.23 -1.27 -1.48
H -3.07 2.27 -0.10
H -1.54 2.67 0.68
H -1.54 1.88 -1.06
H -1.74 -1.92 -0.32
H -2.01 -0.78 -1.56
H -0.46 -0.92 -0.60
H -3.68 0.92 2.60
H -4.00 -0.78 2.18
H 0.73 0.31 1.11
H 3.17 0.49 -1.67
H 3.90 -0.62 -0.32



2 unconnected molecules or ions with the total composition C7H7I, computed with ωB97M-V/def2-TZVPD.

Computed properties:
- SMILES: c1ccc2c(c1)C2.I
- Calculated total energy: -568.4823 Ha
- F_max: 4.13 eV Å⁻¹
- Spin multiplicity: 1
- HOMO level: -9.020 eV
- ΔE to the lowest compared entry with this formula, charge and spin: 8.58 kcal/mol

Positions of all 15 atoms, in Å:
C -1.28 2.06 0.11
C -1.96 0.92 0.46
C -1.34 -0.38 0.28
C -0.04 -0.28 -0.08
C 0.75 0.84 -0.18
C 0.13 2.06 -0.27
C 1.31 -0.53 -0.57
H -1.92 2.99 0.07
H -2.95 1.14 0.71
H -2.05 -1.16 0.39
H 0.60 2.88 -0.58
H 1.63 -0.73 -1.71
H 2.09 -0.89 0.15
I 2.43 -5.26 0.37
H 2.62 -3.66 0.84



A gas-phase ion, C2H3O3S (charge -1), computed with ωB97M-V/def2-TZVPD.

Computed properties:
- SMILES: O=C([O-])[C@@H](O)S
- Calculated total energy: -701.9635 Ha
- F_max: 5.52 eV Å⁻¹
- Spin multiplicity: 1
- HOMO level: -4.078 eV
- ΔE to the lowest compared entry with this formula, charge and spin: 19.65 kcal/mol
- Charge: -1

Positions of all 9 atoms, in Å:
O 1.83 0.41 -0.42
C 1.04 -0.37 -0.04
O 1.03 -1.59 0.14
C -0.46 0.37 0.38
O -0.44 1.68 -0.07
S -1.65 -0.82 -0.31
H -0.82 0.43 1.40
H 0.02 1.56 -0.91
H -0.56 -1.67 -0.17



2 unconnected molecules or ions with the total composition H2O2, computed with ωB97M-V/def2-TZVPD.

Computed properties:
- Calculated total energy: -151.4231 Ha
- F_max: 2.26 eV Å⁻¹
- Spin multiplicity: 1
- HOMO level (spin up / spin down): -10.615 / -11.179 eV
- ΔE to the lowest compared entry with this formula, charge and spin: 91.49 kcal/mol

Positions of all 4 atoms, in Å:
O -0.26 0.20 0.93
O 0.70 -0.20 0.15
H -1.01 -0.39 1.01
H 0.57 0.40 -2.09



2 unconnected molecules or ions with the total composition C4H7NO, computed with ωB97M-V/def2-TZVPD.

Computed properties:
- SMILES: N#CC1CC1.O
- Calculated total energy: -286.5079 Ha
- F_max: 1.49 eV Å⁻¹
- Spin multiplicity: 1
- HOMO level: -9.943 eV
- ΔE to the lowest compared entry with this formula, charge and spin: 77.64 kcal/mol

Positions of all 13 atoms, in Å:
N -2.42 1.74 -0.28
C -1.73 0.82 -0.12
C -0.80 -0.27 0.03
C 0.79 0.18 -0.49
C -0.09 -0.74 -1.20
H -1.21 -1.06 0.70
H 1.82 -0.14 -0.27
H 0.75 1.26 -0.64
H 0.24 -1.76 -1.07
H -0.48 -0.47 -2.16
O 1.26 -0.18 1.90
H 1.51 0.73 2.04
H 0.36 -0.11 1.56



A molecular structure, C31H27AuNP2S2, computed with ωB97M-V/def2-TZVPD.

Computed properties:
- Calculated total energy: -2866.8829 Ha
- F_max: 0.91 eV Å⁻¹
- Spin multiplicity: 1
- HOMO level: -10.931 eV
- ΔE to the lowest compared entry with this formula, charge and spin: 0.00 kcal/mol
- Charge: +1

Positions of all 64 atoms, in Å:
Au -1.24 -1.23 1.81
S 0.90 -2.24 1.59
P 0.76 -1.28 -0.25
C -0.92 -0.89 -0.14
P -1.87 0.53 -0.35
S -2.83 0.50 1.50
C -1.03 2.10 -0.59
C -0.28 2.64 0.45
C 0.42 3.82 0.26
C 0.37 4.46 -0.97
C -0.36 3.92 -2.02
C -1.06 2.74 -1.83
C -3.03 0.38 -1.71
C -4.13 1.24 -1.76
C -5.01 1.16 -2.83
C -4.78 0.24 -3.85
C -3.69 -0.61 -3.79
C -2.81 -0.54 -2.72
C 1.92 0.09 -0.35
C 2.63 0.53 0.77
C 3.47 1.63 0.66
C 3.59 2.29 -0.55
C 2.88 1.86 -1.66
C 2.05 0.76 -1.57
C 1.13 -2.37 -1.62
C 0.12 -3.21 -2.10
C 0.40 -4.11 -3.12
C 1.68 -4.18 -3.65
C 2.69 -3.36 -3.16
C 2.42 -2.45 -2.14
H -0.26 2.15 1.42
H 0.99 4.24 1.07
H 0.91 5.39 -1.12
H -0.40 4.43 -2.97
H -1.65 2.33 -2.65
H -4.31 1.95 -0.96
H -5.87 1.81 -2.87
H -5.47 0.18 -4.68
H -3.51 -1.33 -4.58
H -1.96 -1.21 -2.66
H 2.53 0.00 1.71
H 4.03 1.96 1.53
H 4.25 3.15 -0.62
H 2.98 2.38 -2.60
H 1.51 0.42 -2.44
H -0.87 -3.15 -1.67
H -0.38 -4.75 -3.50
H 1.90 -4.88 -4.44
H 3.69 -3.42 -3.56
H 3.20 -1.81 -1.77
N -1.55 -1.68 3.94
C -0.40 -1.26 4.72
C 0.45 -2.21 5.26
C 1.58 -1.79 5.95
C 1.85 -0.44 6.11
C 0.98 0.50 5.57
C -0.14 0.09 4.86
H -1.69 -2.68 4.05
H -2.39 -1.23 4.28
H 0.25 -3.27 5.14
H 2.25 -2.53 6.37
H 2.72 -0.12 6.65
H 1.18 1.56 5.69
H -0.82 0.82 4.42